Below is a cluster of 2 separate species, C4H5ClN2O in total, with properties calculated with wB97M-V/def2-TZVPD.

```
13
Properties=species:S:1:pos:R:3
Cl -4.925 0.120 -0.176
O -1.596 0.882 -0.434
N 0.696 -1.582 0.861
N 0.728 0.894 -0.220
C 1.871 0.415 0.318
C 1.804 -0.867 0.845
C -0.472 -1.076 0.508
C -0.578 0.267 -0.062
H -1.342 -1.807 0.561
H 2.809 -1.252 1.255
H 2.775 1.048 0.248
H -3.988 0.758 -0.603
H 0.698 1.943 -0.536
```

Output
2S+1   3
LUMO energy (alpha / beta)   0.0200 / -0.1024 Ha
Gap between HOMO and LUMO (alpha / beta)   7.00 / 6.88 eV

These are the Löwdin partial charges, in e, on atoms 1 to 2:
1 Cl 0.336
2 O 0.044

Below is an isolated molecule of C4H5ClN2O3, with properties calculated with wB97M-V/def2-TZVPD.

```
15
Properties=species:S:1:pos:R:3
Cl 2.385 1.165 1.022
O 1.491 2.179 -1.304
O 0.489 -3.070 -0.816
O -0.617 -1.643 0.442
N 0.259 -1.924 -0.525
N -0.245 -0.084 0.809
C -1.417 0.474 1.308
C 1.380 1.380 -0.438
C 0.183 0.450 -0.510
C 0.567 -0.829 -1.164
H -1.870 -0.149 1.985
H -2.046 0.756 0.532
H -1.194 1.434 1.730
H 1.317 -1.035 -2.014
H -0.684 0.895 -1.058
```

Output
LUMO energy   -0.0030 Ha
SMILES   CN1O[N+]([O-])=C[C@@H]1C(=O)Cl
Gap between HOMO and LUMO   9.10 eV

These are the Löwdin partial charges, in e, on atoms 1 to 2:
1 Cl 0.693
2 O 0.099

Below is an isolated molecule of C4H5ClN2S, with properties calculated with wB97M-V/def2-TZVPD.

```
13
Properties=species:S:1:pos:R:3
Cl -0.533 1.853 -0.335
S 1.843 -0.577 -0.340
N -3.188 -0.635 0.453
N -0.174 -2.117 -0.160
C -2.147 -0.159 0.255
C 2.247 0.688 0.909
C 0.161 -0.802 -0.139
C -0.820 0.191 -0.058
H 1.724 0.459 1.813
H -1.173 -2.424 -0.119
H 3.271 0.556 0.972
H 0.565 -2.823 -0.052
H 2.079 1.732 0.654
```

Output
LUMO energy   0.0155 Ha
SMILES   CS/C(N)=C(\Cl)C#N
Gap between HOMO and LUMO   8.82 eV

These are the Löwdin partial charges, in e, on atoms 1 to 2:
1 Cl 0.695
2 S 0.938

Below is an isolated molecule of C4H5ClN2S, with properties calculated with wB97M-V/def2-TZVPD.

```
13
Properties=species:S:1:pos:R:3
Cl -1.041 -0.692 2.442
S -0.558 1.099 -1.478
N 1.001 0.853 1.650
N 0.123 -1.239 -2.051
C -0.329 0.016 -0.138
C 0.070 -1.209 -0.644
C -0.047 -0.088 -2.613
C -0.397 0.553 1.225
H 1.646 0.062 1.787
H -0.300 0.151 -3.714
H 0.044 -2.230 -0.273
H 0.908 1.484 2.442
H -1.119 1.240 1.364
```

Output
LUMO energy   0.0215 Ha
SMILES   N[C@H](Cl)c1cncs1
Gap between HOMO and LUMO   10.12 eV

These are the Löwdin partial charges, in e, on atoms 1 to 2:
1 Cl 0.524
2 S 1.021

It is found that the strongest force on any atom values, taken in the order of the records, are 4.27, 4.18, 2.41, 6.06 eV Å⁻¹.
It is found that the ΔE to the lowest compared entry with this formula, charge and spin values, taken in the order of the records, are 0.0000, 1.6702, 0.9219, 1.0048 eV.
It is found that the DFT total energy values, taken in the order of the records, are -21775.9577, -25867.8272, -30565.9749, -30565.8920 eV.